1.
{"formula": "C10H16", "method": "ωB97M-V/def2-TZVPD", "spin_multiplicity": 1, "homo_lumo_gap_ev": 9.867, "elements": ["C", "C", "C", "C", "C", "C", "C", "H", "H", "H", "H", "H", "H", "H", "H", "C", "C", "C", "H", "H", "H", "H", "H", "H", "H", "H"], "xyz": [[-2.718, -0.194, 1.667], [-1.858, -0.751, 0.591], [-0.838, -1.552, 1.130], [-0.038, -2.330, 0.325], [-0.109, -2.040, -1.049], [-0.881, -1.039, -1.572], [-1.829, -0.399, -0.739], [-3.771, 0.068, 1.492], [-2.256, 0.779, 1.931], [-2.753, -0.757, 2.609], [-0.685, -1.482, 2.205], [0.690, -3.064, 0.643], [0.456, -2.682, -1.742], [-1.015, -0.698, -2.604], [-2.567, 0.298, -1.123], [3.041, 1.760, -0.840], [1.724, 1.036, -0.673], [0.787, 1.476, 0.481], [3.663, 1.814, 0.050], [2.793, 2.815, -1.126], [3.611, 1.214, -1.596], [1.238, 1.020, -1.660], [1.745, -0.067, -0.545], [0.541, 2.543, 0.434], [-0.172, 1.059, 0.268], [1.199, 1.174, 1.442]]}



2.
{"formula": "C2H3NO3", "method": "ωB97M-V/def2-TZVPD", "spin_multiplicity": 1, "homo_lumo_gap_ev": 10.191, "elements": ["O", "C", "O", "C", "N", "O", "H", "H", "H"], "xyz": [[-0.133, -0.348, -2.395], [-0.431, -0.077, -1.270], [-1.511, -0.124, -0.626], [0.860, 0.064, -0.436], [1.022, 0.088, 0.903], [-0.114, -0.243, 1.827], [-1.424, -0.159, 0.366], [1.657, 0.450, -1.037], [0.074, 0.350, 2.669]]}



3.
{"formula": "C36H52N8O2S2", "method": "ωB97M-V/def2-TZVPD", "spin_multiplicity": 1, "homo_lumo_gap_ev": 8.127, "elements": ["C", "S", "O", "C", "H", "H", "H", "H", "H", "H", "C", "S", "O", "C", "H", "H", "H", "H", "H", "H", "N", "C", "C", "C", "C", "H", "H", "H", "H", "H", "N", "C", "C", "C", "C", "H", "H", "H", "H", "H", "N", "C", "C", "C", "C", "H", "H", "H", "H", "H", "N", "C", "C", "C", "C", "H", "H", "H", "H", "H", "N", "C", "C", "C", "C", "H", "H", "H", "H", "H", "N", "C", "C", "C", "C", "H", "H", "H", "H", "H", "N", "C", "C", "C", "C", "H", "H", "H", "H", "H", "N", "C", "C", "C", "C", "H", "H", "H", "H", "H"], "xyz": [[-2.017, -3.094, 2.365], [-3.782, -3.138, 1.757], [-3.900, -2.170, 0.567], [-4.004, -4.872, 1.229], [-1.368, -3.474, 1.577], [-1.916, -3.703, 3.263], [-1.916, -2.008, 2.383], [-4.055, -5.365, 2.200], [-3.130, -5.144, 0.638], [-4.880, -4.982, 0.590], [6.756, 3.059, -0.159], [5.843, 1.700, -1.054], [4.811, 1.236, -0.061], [4.940, 2.665, -2.228], [6.139, 3.876, 0.217], [7.461, 3.597, -0.792], [7.344, 2.605, 0.638], [4.298, 2.045, -2.854], [5.689, 3.173, -2.836], [4.399, 3.471, -1.733], [-1.329, 1.118, -1.429], [-1.011, 0.225, -0.423], [0.358, 0.273, -0.166], [0.935, 1.078, -1.130], [-0.139, 1.585, -1.912], [-2.229, 1.178, -1.883], [-1.841, -0.317, 0.005], [0.937, -0.393, 0.456], [1.965, 1.400, -1.170], [0.039, 2.158, -2.810], [1.876, 0.226, -6.647], [2.347, 0.024, -5.368], [1.962, 1.093, -4.561], [1.232, 1.966, -5.345], [1.231, 1.487, -6.594], [1.977, -0.299, -7.504], [2.861, -0.900, -5.144], [2.184, 1.104, -3.504], [0.802, 2.833, -4.864], [0.761, 1.841, -7.499], [-5.643, 3.020, -2.520], [-5.228, 3.294, -1.262], [-4.469, 2.168, -0.932], [-4.393, 1.343, -2.008], [-5.171, 1.829, -3.010], [-6.235, 3.607, -3.089], [-5.402, 4.187, -0.681], [-3.927, 1.968, -0.019], [-3.826, 0.425, -1.994], [-5.424, 1.463, -3.994], [0.194, -2.401, -1.540], [1.159, -2.776, -2.523], [0.761, -3.989, -3.063], [-0.374, -4.380, -2.385], [-0.726, -3.387, -1.497], [0.238, -1.571, -0.966], [2.044, -2.175, -2.665], [1.293, -4.516, -3.841], [-0.879, -5.320, -2.550], [-1.481, -3.257, -0.735], [2.510, -1.319, 4.636], [2.045, -0.162, 5.131], [1.003, 0.247, 4.340], [0.758, -0.730, 3.388], [1.749, -1.711, 3.587], [3.217, -1.877, 5.093], [2.583, 0.284, 5.954], [0.409, 1.148, 4.294], [-0.011, -0.676, 2.632], [1.953, -2.669, 3.132], [-0.043, 3.344, 0.767], [0.923, 3.436, 1.747], [0.735, 4.516, 2.525], [-0.474, 5.046, 2.138], [-0.846, 4.383, 1.009], [-0.080, 2.661, 0.024], [1.760, 2.757, 1.679], [1.459, 4.921, 3.217], [-0.904, 5.893, 2.651], [-1.702, 4.426, 0.352], [-4.232, 1.933, 3.947], [-5.480, 1.304, 3.858], [-5.349, 0.332, 2.839], [-4.002, 0.334, 2.446], [-3.377, 1.387, 3.055], [-3.886, 2.553, 4.666], [-6.307, 1.482, 4.530], [-6.090, -0.393, 2.538], [-3.630, -0.350, 1.698], [-2.362, 1.747, 2.970], [4.351, -3.507, 1.343], [4.085, -4.756, 1.864], [2.758, -5.084, 1.627], [2.329, -4.131, 0.614], [3.257, -3.098, 0.632], [5.227, -3.012, 1.438], [4.775, -5.166, 2.587], [2.107, -5.854, 2.015], [1.431, -4.157, 0.015], [3.206, -2.172, 0.078]]}



> What is the formula in the third record?

C36H52N8O2S2